Below is a single C4H6O2 molecule, with properties calculated with ωB97M-V with the def2-TZVPD basis set.

Molar mass, g/mol: 86.1
E_tot, eV: -8339.070
Relative energy (zero: lowest compared OMol25 entry of this formula, charge and spin), kcal/mol: 32.1
Structure (SMILES): O=CCCC=O
Gap between HOMO and LUMO, Ha: 0.3931

XYZ file:
```
12
Properties=species:S:1:pos:R:3:nbo_charge:R:1
C 0.77095 -0.79677 -0.16331 -0.524
O -1.01409 -1.75979 -1.35659 -0.518
H 0.73272 -1.58690 -2.26701 0.119
C -0.18032 0.10255 0.72083 -0.502
H -1.22821 -0.00358 0.45834 0.257
H 1.02622 -1.57480 0.55327 0.253
H 0.11183 -0.16623 1.72479 0.231
H 1.67506 -0.24989 -0.43248 0.216
C 0.13037 1.59260 0.59337 0.446
C 0.14024 -1.40484 -1.35855 0.428
O 0.02000 2.31973 1.53059 -0.505
H 0.42685 1.95560 -0.40091 0.100
```